Molecular formula: C16H24Br2ClN5O
Method: DFT, wB97M-V/def2-TZVPD

Structure (XYZ):
```
49
Properties=species:S:1:pos:R:3:forces:R:3:lowdin_charge:R:1
N 2.10152 3.78059 1.28861 -0.636 -0.848 -0.742 -0.06
C 0.90388 2.84798 1.01458 0.376 0.570 0.490 -0.27
C -0.13607 3.53671 -0.05175 -0.170 -1.619 -0.956 -0.18
C -0.90439 2.29270 -0.86305 0.167 1.072 -0.434 -0.19
C -2.39201 2.00918 -0.23560 0.463 1.370 -0.184 -0.17
N -2.75996 0.52882 -0.13526 2.415 -2.460 -2.140 -0.10
C -2.28973 -0.34556 -1.31167 -0.166 1.953 0.409 -0.22
N -2.63855 0.01285 -2.59992 1.414 -0.616 4.072 -0.41
Br -2.05571 -0.97788 -4.12405 2.535 0.445 0.370 0.47
N -1.41149 -1.52216 -0.84135 -3.813 2.634 -1.659 0.09
C -1.72822 -1.65752 0.63145 -2.350 -1.172 1.185 -0.26
C -0.70034 -2.51400 1.60799 -0.395 0.012 0.346 -0.12
C 0.29071 -1.57699 2.52017 0.421 -0.083 -0.177 -0.10
C 1.84650 -2.09485 2.60696 3.553 1.885 5.029 -0.29
O 2.55663 -1.69738 3.69239 -4.203 -2.465 -6.353 -0.08
N 2.57437 -2.92760 1.57352 -0.540 3.876 -0.172 0.02
C 2.45698 -2.13621 0.25468 -0.415 1.158 -2.616 -0.19
C 1.76895 -2.94089 -1.00071 1.358 4.693 -0.503 -0.02
C 1.58145 -2.11627 -2.41287 1.730 1.437 3.806 -0.07
C 2.09958 -0.54495 -2.47533 0.265 -1.609 2.562 -0.07
C 2.82297 0.23918 -1.19933 -1.406 -4.199 0.580 -0.06
C 3.01919 -0.59605 0.23625 -2.132 -1.549 -4.274 -0.01
C -2.24571 -0.17766 1.11193 0.860 2.127 -0.914 -0.55
Cl -3.65844 -0.09293 2.33400 1.503 -0.619 -0.897 0.55
H 2.14400 4.52128 0.55320 0.222 -1.140 0.856 0.05
H 2.97874 3.20689 1.30835 -1.166 1.063 -0.237 0.06
H 0.36529 2.64627 2.04050 0.874 0.388 -1.943 0.11
H 1.37104 1.83216 0.66924 -1.397 1.722 0.198 0.07
H 0.46697 4.13776 -0.88415 -1.309 -1.067 2.050 0.12
H -0.99886 4.16351 0.43647 2.092 -0.845 -0.792 0.11
H -1.07102 2.63702 -1.99360 0.568 -0.971 2.429 0.12
H -0.16197 1.38928 -0.81646 -1.708 1.393 -0.257 0.10
H -2.41341 2.53987 0.83156 -0.281 -1.658 -2.122 0.14
H -3.17990 2.59599 -0.90146 1.497 -1.482 1.492 0.14
H -3.23563 0.86514 -2.80568 0.665 -1.647 0.514 0.09
H -1.87530 -2.29688 -1.40021 1.204 0.621 0.897 0.13
H -2.69738 -2.31277 0.65122 1.571 1.277 0.230 0.15
H -1.41007 -3.10316 2.36504 1.520 1.391 -1.713 0.13
H -0.13287 -3.36603 1.00347 -1.150 2.171 1.134 0.11
H 0.34348 -0.44061 2.15790 0.005 -2.619 0.553 0.12
H -0.14183 -1.52858 3.61868 1.258 -0.195 -2.246 0.14
H 3.60263 -2.81462 1.82446 -1.737 -0.438 0.076 0.13
H 1.41430 -4.05463 -0.83669 0.884 2.601 -0.409 0.10
H 1.06402 -2.67223 -3.33289 1.336 1.622 2.211 0.09
H 1.91535 0.03011 -3.50301 0.529 -1.332 2.608 0.09
H 3.17899 1.37356 -1.26419 -0.902 -2.821 -0.020 0.09
H 3.53353 -0.07025 1.16758 -1.285 -1.460 -2.111 0.11
H -1.45176 0.61424 1.51001 -1.348 -2.344 -0.312 0.11
Br -4.71044 -1.22243 -4.02097 -2.778 -0.224 0.083 -0.35
```
Positions in Å, forces in eV/Å.

Calculated total energy: -179070.3278 eV
HOMO energy: -6.9 eV
Energy relative to the best compared isomer or geometry (same formula, charge and spin): 329.8 kcal per mole
Frontier orbital gap: 0.2270 Eh

=====

Molecular formula: C17H26I2N4OPtSi2
Method: DFT, wB97M-V/def2-TZVPD

Structure (XYZ):
```
53
Properties=species:S:1:pos:R:3:forces:R:3:lowdin_charge:R:1
Pt 0.06750 -0.05240 0.31340 -2.894 0.591 -0.074 0.57
I 1.14620 -0.14370 3.10470 0.843 -0.282 0.281 0.87
C 2.86830 -0.32740 1.82770 -0.218 -0.252 0.091 -1.02
I 2.43070 -1.57190 0.08620 -0.200 0.689 0.826 0.93
H 3.69220 -0.75970 2.38330 -0.058 -0.128 -0.032 -0.04
H 3.09160 0.66880 1.46190 -0.130 -0.108 -0.118 -0.06
C -3.74310 -3.12530 1.78480 0.594 0.381 -0.161 -0.18
Si -2.15360 -2.05840 1.78290 0.032 -0.295 0.180 0.49
C -2.48590 -0.78470 3.17330 0.337 -0.226 -0.531 -0.20
C -0.71920 -3.26350 2.14690 -0.430 0.483 -0.166 -0.21
C -1.83680 -1.15630 0.11690 1.255 -0.543 0.081 -0.43
C -2.59180 0.09940 0.09310 -0.730 0.474 -0.035 -0.43
C -3.95270 0.27950 -0.16710 0.228 -0.008 0.073 -0.02
C -4.47830 1.55370 -0.13070 0.077 0.155 0.007 -0.04
C -3.64690 2.63580 0.13930 0.058 -0.176 0.035 -0.04
C -2.31320 2.38570 0.39750 0.063 0.556 -0.040 -0.10
N -1.82130 1.15840 0.38050 0.952 -1.383 -0.043 0.02
Si -1.98310 -2.14430 -1.52290 -0.027 -0.199 -0.378 0.54
C -0.57820 -3.42790 -1.60320 -0.438 0.539 0.011 -0.17
C -1.96250 -1.01620 -3.06970 0.121 -0.381 0.571 -0.16
C -3.63400 -3.11100 -1.67620 0.619 0.331 0.261 -0.17
H -3.96990 -3.41630 2.80650 -0.006 -0.003 0.243 0.03
H -3.62550 -4.03560 1.20850 0.043 -0.174 -0.126 0.01
H -4.60270 -2.58970 1.39590 -0.198 0.142 -0.078 0.02
H -2.29070 -1.21120 4.15250 0.022 -0.232 0.161 0.03
H -3.52510 -0.46710 3.15950 -0.207 -0.008 -0.080 0.03
H -1.87870 0.11150 3.09320 0.129 0.181 -0.103 -0.03
H -0.56860 -3.38370 3.21440 0.003 -0.012 0.252 0.02
H 0.21890 -2.93610 1.71280 0.113 0.128 -0.034 -0.06
H -0.93930 -4.24150 1.73350 -0.150 -0.246 -0.106 0.02
H -4.56610 -0.57580 -0.38450 -0.155 -0.181 -0.051 0.10
H -5.53070 1.71710 -0.31040 -0.085 -0.017 -0.061 0.11
H -4.01940 3.64650 0.14660 -0.023 0.096 0.056 0.11
H -1.62240 3.18600 0.62360 0.071 0.037 0.000 0.12
H 0.38890 -2.96880 -1.42310 0.088 0.118 0.003 -0.05
H -0.53790 -3.88960 -2.58420 -0.074 -0.102 -0.232 0.03
H -0.71480 -4.21410 -0.86940 -0.062 -0.172 0.209 0.02
H -0.94010 -0.84150 -3.38250 0.164 0.040 0.063 0.00
H -2.42580 -0.05050 -2.87970 -0.048 0.145 0.058 0.03
H -2.49000 -1.48330 -3.89670 -0.200 -0.194 -0.031 0.03
H -3.70870 -3.91150 -0.95270 -0.023 -0.201 0.206 0.01
H -3.69230 -3.56230 -2.66150 0.086 -0.040 -0.262 0.03
H -4.51000 -2.48130 -1.56200 -0.158 0.174 0.017 0.02
N -0.00260 1.85070 -3.75450 -0.106 0.073 -0.082 0.19
C 0.32520 1.64140 -2.45620 0.172 -0.682 -0.471 -0.52
O 0.43070 0.47210 -2.02770 0.263 0.582 -0.692 -0.14
C 0.57490 2.80090 -1.64430 -0.108 -0.407 -0.051 -0.22
C 0.99160 2.46870 -0.37850 0.338 -0.327 0.463 -0.22
N 1.32330 1.94530 0.60850 0.278 0.150 0.029 0.05
C 0.25110 4.09020 -2.04730 -0.139 0.491 0.024 -0.26
N -0.05510 5.14530 -2.39520 -0.065 0.326 -0.202 0.13
H -0.23890 1.05530 -4.32070 -0.031 0.041 0.062 0.10
H -0.16740 2.77540 -4.10940 0.016 0.052 -0.024 0.10
```
Positions in Å, forces in eV/Å.

Calculated total energy: -61262.1906 eV
HOMO energy (spin up / spin down): -7.5 / -7.6 eV
Energy relative to the best compared isomer or geometry (same formula, charge and spin): 38.0 kcal per mole
Frontier orbital gap (spin up / spin down): 0.2410 / 0.2382 Eh

=====

Molecular formula: C26H34IrN4S2
Method: DFT, wB97M-V/def2-TZVPD

Structure (XYZ):
```
67
Properties=species:S:1:pos:R:3:forces:R:3:lowdin_charge:R:1
Ir -0.32842 0.65032 -0.68283 -0.211 -0.214 0.114 1.41
C -3.69520 -0.07162 0.34387 0.092 -0.125 -0.015 -0.03
C -2.83934 -1.11457 -0.29862 -0.033 0.294 0.003 -0.57
N -1.60686 -0.94071 -0.73252 0.410 0.390 -0.109 -0.06
C -1.07242 -2.08783 -1.30751 0.243 0.160 -0.191 -0.36
C -1.90573 -3.14551 -1.29804 -0.034 -0.141 0.000 -0.27
S -3.38295 -2.69846 -0.57420 -0.235 -0.097 0.037 1.20
C 0.27543 -1.93187 -1.83542 -0.309 0.070 -0.062 -0.37
C 1.09490 -2.79024 -2.47444 0.070 -0.160 -0.077 -0.27
S 2.55654 -2.00003 -2.86471 0.211 -0.102 -0.116 1.21
C 2.03399 -0.55612 -2.15304 0.004 0.280 -0.011 -0.57
N 0.81969 -0.66875 -1.65861 -0.223 -0.001 0.100 -0.09
C 2.85333 0.68845 -2.10128 -0.098 -0.027 0.028 -0.03
H -3.27416 0.91187 0.16340 -0.108 0.018 -0.072 0.06
H -3.76218 -0.24040 1.42099 0.024 -0.010 -0.035 0.10
H -4.70761 -0.09280 -0.06076 0.069 -0.037 -0.010 0.10
H -1.73837 -4.14313 -1.68254 -0.025 0.157 0.041 0.11
H 0.91895 -3.82372 -2.74121 0.009 0.147 0.025 0.11
H 3.79531 0.56905 -2.63185 -0.030 -0.029 -0.003 0.10
H 3.07232 0.94259 -1.06226 0.048 -0.040 -0.043 0.08
H 2.29919 1.51274 -2.55534 -0.008 -0.007 -0.044 0.10
C -1.87611 -0.36792 -3.86943 -0.120 -0.082 0.551 -0.03
C -1.52614 1.03977 -3.53889 0.082 0.735 -0.305 -0.34
C -1.72508 2.08749 -4.41378 0.043 -0.711 0.216 -0.04
C -1.27321 3.25819 -3.78966 0.315 0.384 0.683 -0.05
C -0.80787 2.91823 -2.53959 -0.339 0.231 -0.477 -0.35
C -0.23496 3.88519 -1.55426 0.161 -0.171 -0.129 -0.05
N -0.96258 1.53235 -2.35140 -0.441 -0.091 -1.311 -0.13
H -2.17760 -0.41899 -4.91162 -0.013 0.014 -0.022 0.09
H -2.71302 -0.73855 -3.26697 -0.012 -0.074 -0.048 0.07
H -1.04019 -1.04532 -3.73552 0.162 -0.206 -0.109 0.06
H -2.15297 1.98943 -5.40238 0.042 0.030 0.119 0.12
H -1.28500 4.26729 -4.17950 -0.016 -0.131 0.014 0.12
H -0.49404 4.89513 -1.85929 -0.067 0.020 -0.029 0.10
H 0.86005 3.83324 -1.51731 -0.137 0.179 -0.074 0.07
H -0.60459 3.73187 -0.54002 -0.008 0.275 -0.264 0.03
C 1.31822 -4.39275 1.28214 -0.005 0.110 0.043 -0.02
C 1.22634 -3.06850 2.00149 0.048 -0.085 0.109 -0.23
C 1.58193 -2.94562 3.35229 0.067 -0.152 0.134 0.06
C 1.50195 -1.72767 4.04660 0.067 -0.198 0.079 -0.23
C 1.87669 -1.64474 5.50779 -0.042 -0.009 -0.136 -0.02
C 1.07329 -0.60871 3.37547 -0.135 0.097 -0.329 0.05
C 0.71669 -0.66280 1.98413 0.043 0.112 0.360 -0.20
C 0.79754 -1.94298 1.34934 -0.056 0.443 0.070 0.03
N 0.31032 0.38638 1.23812 0.409 -0.725 0.820 -0.04
C 0.26192 1.83077 1.59225 0.261 0.030 0.364 -0.58
C 1.27035 2.49135 0.63183 -0.037 -0.280 0.635 -0.04
C -1.17193 2.25774 1.23941 0.287 -0.241 0.495 -0.04
C 0.57500 2.30915 3.00099 -0.092 0.141 0.088 -0.03
H 1.61182 -5.19489 1.95700 -0.017 0.035 -0.009 0.09
H 2.05704 -4.34699 0.47888 -0.012 0.007 0.039 0.09
H 0.35690 -4.66156 0.83885 0.019 0.011 0.023 0.08
H 1.92397 -3.82682 3.88598 -0.017 0.047 -0.030 0.13
H 2.17199 -2.61570 5.90033 -0.013 0.009 -0.030 0.09
H 1.03812 -1.28112 6.10383 0.014 -0.011 -0.032 0.10
H 2.70962 -0.95555 5.65556 -0.020 -0.016 -0.023 0.10
H 0.99536 0.30357 3.93477 0.017 -0.040 -0.024 0.09
H 0.52525 -2.00482 0.31591 0.074 -0.073 0.056 0.07
H 1.11969 2.18787 -0.42726 0.051 -0.014 -0.317 0.02
H 2.28778 2.20063 0.89592 -0.039 -0.112 -0.051 0.11
H 1.18841 3.57789 0.66197 0.001 -0.148 -0.123 0.11
H -1.48976 1.96041 0.20658 -0.380 0.229 -0.276 0.03
H -1.28404 3.34080 1.28331 -0.063 -0.075 -0.164 0.12
H -1.88745 1.79925 1.92214 0.031 -0.080 -0.094 0.11
H 1.59775 2.08551 3.29866 -0.017 0.021 -0.023 0.10
H -0.12385 1.91718 3.74075 0.032 0.044 -0.048 0.10
H 0.46997 3.39610 3.00149 0.001 -0.006 0.016 0.11
```
Positions in Å, forces in eV/Å.

Calculated total energy: -57968.2571 eV
Net charge: +2
HOMO energy (spin up / spin down): -12.4 / -12.4 eV
Spin multiplicity: 2
Energy relative to the best compared isomer or geometry (same formula, charge and spin): 39.3 kcal per mole
Frontier orbital gap (spin up / spin down): 0.1937 / 0.1696 Eh